Entry 1:
{"formula": "C22H32N2O4S", "method": "ωB97M-V/def2-TZVPD", "molar_mass_da": 420.57, "gap_ev": 8.77, "e_homo_ev": -8.13, "e_above_lowest_kcal_mol": 2.37, "e_lumo_ev": 0.6, "fmax_ha_per_bohr": 0.012, "species": ["C", "C", "H", "H", "O", "C", "O", "C", "C", "H", "H", "C", "N", "C", "O", "N", "C", "C", "C", "C", "C", "C", "H", "H", "H", "S", "C", "H", "H", "H", "H", "H", "C", "C", "H", "H", "H", "H", "H", "H", "C", "C", "C", "C", "C", "H", "C", "O", "H", "H", "H", "H", "H", "H", "H", "H", "H", "H", "H", "H", "H"], "coordinates": [[-1.10728, -1.35159, 4.90478], [-2.13161, -0.52366, 4.14113], [-2.15656, 0.49997, 4.52774], [-3.12581, -0.97111, 4.20623], [-1.83695, -0.47692, 2.74610], [-0.92850, 0.42173, 2.35534], [-0.31764, 1.12318, 3.11727], [-0.71547, 0.35939, 0.84190], [-0.01197, -0.97299, 0.51364], [-0.54780, -1.79537, 0.98946], [-0.04316, -1.13454, -0.56468], [1.44283, -0.98136, 0.97857], [2.15628, 0.14444, 0.42283], [3.38113, 0.10668, -0.15689], [4.10960, 1.07420, -0.25154], [3.78575, -1.14849, -0.62833], [3.03665, -1.94907, -1.49429], [1.93622, -1.42889, -2.17166], [1.18065, -2.24423, -2.99623], [1.52493, -3.58202, -3.16434], [2.63956, -4.08353, -2.52070], [3.39924, -3.27929, -1.69009], [4.26944, -3.67363, -1.18772], [2.91956, -5.11589, -2.66651], [0.92508, -4.20697, -3.80674], [-0.25512, -1.67098, -3.85882], [-0.09240, 0.13867, -3.80608], [-0.84436, 0.52034, -4.48975], [0.89779, 0.42673, -4.14536], [-0.28786, 0.51162, -2.80425], [1.70336, -0.38449, -2.04674], [4.78871, -1.21731, -0.73811], [1.60781, 1.41339, 0.85123], [0.15650, 1.53728, 0.38688], [-0.25484, 2.45716, 0.79970], [0.13386, 1.59244, -0.70433], [2.21923, 2.20712, 0.41875], [1.64921, 1.49048, 1.94190], [1.92347, -1.91525, 0.68864], [1.47354, -0.89982, 2.07422], [-2.08679, 0.34354, 0.13790], [-2.98678, 1.55926, 0.42545], [-2.90799, 2.64306, -0.65939], [-3.80915, 3.81636, -0.27775], [-3.42366, 4.31035, 1.11442], [-4.09831, 5.09905, 1.44876], [-3.47955, 3.13955, 2.09456], [-2.64261, 2.08071, 1.69349], [-3.12138, 3.43506, 3.08302], [-4.51808, 2.77964, 2.18178], [-2.40714, 4.70755, 1.09423], [-3.71293, 4.62091, -1.00887], [-4.85206, 3.48821, -0.27143], [-3.22194, 2.21724, -1.61388], [-1.88067, 2.99373, -0.75431], [-4.03720, 1.21426, 0.46517], [-1.93470, 0.26917, -0.94050], [-2.60385, -0.55925, 0.46374], [-1.03758, -2.35068, 4.48039], [-1.40382, -1.42871, 5.94690], [-0.13216, -0.87430, 4.85148]], "atomic_forces_ev_per_a": [[-0.15, 0.21, -0.31], [0.06, 0.04, 0.49], [-0.08, -0.14, -0.05], [0.10, 0.09, -0.02], [-0.14, -0.30, -0.12], [0.28, 0.03, -0.24], [0.08, 0.05, 0.24], [-0.25, 0.03, -0.15], [0.16, 0.06, 0.19], [-0.04, -0.03, -0.04], [-0.05, 0.00, -0.04], [-0.20, -0.44, -0.04], [-0.08, 0.11, 0.01], [0.09, -0.12, 0.07], [0.26, 0.21, -0.04], [0.45, -0.09, 0.18], [-0.21, -0.23, -0.26], [0.18, -0.06, -0.04], [-0.20, 0.16, -0.12], [-0.09, 0.05, -0.02], [-0.01, 0.02, -0.04], [0.01, 0.15, 0.08], [0.07, -0.05, 0.10], [0.03, -0.10, -0.01], [-0.03, -0.12, -0.09], [-0.03, 0.14, -0.03], [0.06, -0.58, 0.13], [-0.04, 0.04, -0.03], [0.05, 0.12, -0.02], [0.03, 0.13, 0.03], [-0.09, 0.08, -0.01], [-0.15, 0.17, -0.01], [0.01, 0.46, -0.18], [0.14, -0.10, 0.41], [-0.04, 0.07, -0.09], [-0.02, 0.01, -0.05], [-0.09, -0.09, 0.10], [0.07, 0.01, -0.13], [-0.05, 0.09, 0.12], [0.06, -0.08, -0.03], [-0.13, 0.15, 0.36], [-0.03, -0.14, -0.57], [-0.30, -0.03, 0.32], [0.27, 0.07, 0.00], [-0.14, -0.34, 0.02], [0.02, 0.06, 0.05], [-0.06, 0.43, 0.16], [-0.03, -0.04, -0.17], [-0.11, -0.01, -0.03], [0.08, 0.02, 0.03], [0.04, 0.07, 0.05], [-0.09, 0.00, -0.02], [-0.06, 0.02, -0.04], [0.06, -0.06, -0.04], [0.11, -0.04, -0.06], [0.13, 0.05, 0.00], [0.06, -0.05, -0.04], [0.02, -0.03, -0.11], [0.00, -0.11, 0.01], [-0.02, -0.04, 0.13], [0.07, 0.01, 0.03]], "lowdin_charge": [-0.059, -0.206, 0.124, 0.125, -0.006, -0.471, 0.121, -0.330, -0.076, 0.132, 0.107, -0.109, -0.040, -0.517, 0.071, 0.125, -0.261, -0.056, -0.543, -0.128, -0.082, -0.031, 0.110, 0.105, 0.097, 0.886, -0.385, 0.032, 0.046, 0.003, 0.100, 0.152, -0.111, -0.080, 0.123, 0.117, 0.127, 0.128, 0.123, 0.137, -0.053, -0.310, -0.140, -0.194, -0.166, 0.113, -0.187, -0.123, 0.130, 0.130, 0.119, 0.110, 0.114, 0.120, 0.111, 0.157, 0.117, 0.126, 0.078, 0.076, 0.073]}

=====

Entry 2:
{"formula": "C22H32N2O6", "method": "ωB97M-V/def2-TZVPD", "molar_mass_da": 420.51, "charge": 2, "gap_ev": 5.72, "e_homo_ev": -13.57, "e_above_lowest_kcal_mol": 32.49, "e_lumo_ev": -7.8, "fmax_ha_per_bohr": 0.076, "species": ["C", "C", "O", "C", "C", "O", "C", "C", "C", "C", "O", "C", "O", "O", "C", "O", "H", "H", "H", "H", "H", "H", "H", "H", "H", "H", "H", "H", "H", "H", "H", "H", "H", "H", "C", "N", "C", "C", "C", "C", "C", "C", "C", "C", "N", "C", "C", "C", "H", "H", "H", "H", "H", "H", "H", "H", "H", "H", "H", "H", "H", "H"], "coordinates": [[-1.75303, -1.37994, 3.98548], [-2.98485, -1.38145, 2.99035], [-2.92650, -2.58789, 2.20541], [-2.59630, -2.34174, 0.84752], [-1.17990, -1.71756, 0.62441], [-0.15215, -2.26077, 1.42828], [-0.04808, -3.67727, 1.29374], [1.22611, -4.24363, 2.00200], [1.65785, -3.39790, 3.24259], [2.49853, -2.12980, 2.86805], [2.42926, -4.34316, 1.18890], [3.14477, -5.43507, 1.71395], [4.18104, -5.78498, 1.37141], [2.36928, -6.06965, 2.70544], [1.04710, -5.79833, 2.20337], [-0.01134, -6.25518, 2.95928], [-0.93877, -0.80963, 3.48728], [-2.01106, -0.97610, 4.98403], [-1.48494, -2.44784, 4.12771], [-3.88943, -1.46573, 3.63027], [-3.04809, -0.45609, 2.37982], [-3.41502, -1.76497, 0.34334], [-2.60056, -3.33985, 0.34276], [-0.95361, -1.71870, -0.47543], [-1.25646, -0.63621, 0.91424], [0.00991, -3.97494, 0.21867], [-0.90272, -4.16297, 1.82704], [2.17802, -3.99441, 4.02285], [0.72789, -3.02650, 3.73601], [2.56559, -1.93185, 1.77893], [2.03378, -1.22864, 3.32979], [3.53983, -2.24433, 3.24317], [1.13712, -6.16074, 1.14256], [-0.79569, -6.20808, 2.38747], [-2.47422, 6.89311, -5.60619], [-1.67794, 5.99649, -4.73376], [-1.69596, 6.19365, -3.40402], [-1.00002, 5.35552, -2.55810], [-0.27223, 4.28548, -3.07576], [-0.25804, 4.12570, -4.45962], [-0.96530, 4.99194, -5.26839], [0.44357, 3.32936, -2.19843], [0.14779, 1.96883, -2.24016], [0.85257, 1.07824, -1.45510], [1.83270, 1.50924, -0.64602], [2.12777, 2.81793, -0.56288], [1.44683, 3.74408, -1.32484], [2.61716, 0.54049, 0.15613], [-2.15173, 7.91703, -5.42697], [-3.52383, 6.76357, -5.34721], [-2.31375, 6.62955, -6.64779], [-2.28442, 7.02343, -3.03366], [-1.05147, 5.53333, -1.49049], [0.30662, 3.32532, -4.92272], [-0.97424, 4.88578, -6.34497], [-0.63663, 1.58785, -2.88323], [0.64588, 0.01603, -1.47265], [2.92435, 3.10291, 0.11249], [1.72504, 4.78828, -1.24677], [2.53379, 0.82160, 1.20423], [3.65094, 0.59072, -0.18281], [2.22722, -0.46358, 0.00902]], "atomic_forces_ev_per_a": [[-0.61, 0.09, -0.94], [0.25, -0.56, 1.88], [0.28, 1.08, -0.83], [0.01, -1.14, -0.57], [-1.04, 1.28, 0.30], [-0.14, -0.33, -0.79], [1.15, -0.67, 0.19], [-0.30, 0.37, 0.61], [-1.26, 0.46, 0.41], [0.16, 0.06, 0.18], [0.23, -0.92, 0.29], [-3.50, 0.94, 1.47], [2.86, -0.58, -0.92], [-0.07, -0.04, -0.98], [0.75, 1.69, -0.94], [0.73, 0.14, -0.25], [-0.19, -0.54, 0.75], [0.16, 0.06, -0.70], [0.06, 0.74, -0.12], [0.32, 0.13, -0.69], [0.01, -0.62, 0.20], [0.84, -0.03, 0.28], [-0.10, 0.64, 0.48], [-0.03, -0.38, 0.62], [0.29, -0.74, -0.11], [-0.30, 0.14, 0.60], [0.43, 0.43, -0.58], [-0.25, 0.19, -0.83], [0.59, -0.41, -0.32], [-0.13, -0.39, 0.59], [0.43, -0.60, -0.18], [-0.70, 0.22, -0.26], [-1.20, -0.35, 0.72], [0.27, -0.28, 0.35], [-0.05, 0.08, 0.10], [0.08, -0.08, -0.14], [0.12, -0.17, 0.10], [0.01, 0.07, 0.18], [-0.28, 0.27, -0.32], [0.07, -0.19, -0.03], [0.08, -0.10, 0.20], [0.27, -0.36, 0.25], [-0.11, -0.01, -0.16], [-0.06, 0.18, -0.11], [-0.15, -0.09, -0.08], [-0.12, 0.09, -0.15], [0.03, 0.20, 0.05], [0.11, 0.02, 0.07], [-0.08, -0.02, -0.05], [0.03, 0.09, -0.06], [0.03, -0.02, 0.08], [0.01, -0.02, -0.09], [-0.02, 0.02, -0.07], [-0.05, 0.06, 0.00], [-0.06, 0.09, 0.05], [0.06, -0.01, 0.05], [0.09, 0.04, 0.09], [-0.02, -0.09, -0.01], [0.01, -0.07, 0.02], [0.06, -0.10, -0.02], [-0.02, -0.05, 0.11], [-0.06, 0.09, 0.02]], "lowdin_charge": [-0.058, -0.229, -0.160, -0.203, -0.211, -0.155, -0.097, -0.312, -0.113, -0.079, 0.045, -0.509, 0.247, 0.091, -0.317, 0.090, 0.061, 0.079, 0.078, 0.122, 0.114, 0.136, 0.129, 0.118, 0.115, 0.156, 0.137, 0.135, 0.105, 0.047, 0.074, 0.088, 0.186, 0.122, 0.056, -0.074, 0.028, 0.061, -0.128, 0.059, 0.033, -0.130, 0.059, 0.031, -0.064, 0.030, 0.061, 0.055, 0.119, 0.120, 0.109, 0.162, 0.146, 0.146, 0.157, 0.145, 0.144, 0.163, 0.146, 0.118, 0.123, 0.096]}

=====

Entry 3:
{"formula": "C22H32N4O", "method": "ωB97M-V/def2-TZVPD", "molar_mass_da": 368.52, "gap_ev": 9.25, "e_homo_ev": -8.54, "e_above_lowest_kcal_mol": 3.43, "e_lumo_ev": 0.7, "fmax_ha_per_bohr": 0.015, "species": ["C", "H", "C", "C", "C", "N", "C", "C", "H", "H", "H", "H", "C", "H", "C", "H", "H", "C", "N", "C", "O", "C", "C", "C", "N", "C", "N", "C", "C", "C", "H", "H", "C", "H", "C", "H", "C", "C", "H", "C", "H", "H", "H", "H", "H", "H", "H", "H", "H", "H", "H", "H", "H", "H", "H", "H", "H", "H", "H"], "coordinates": [[2.56433, 2.40296, 2.92780], [2.54881, 1.60919, 3.67102], [3.12825, 1.88773, 1.60835], [2.27479, 0.74977, 1.05097], [2.80245, 0.28957, -0.30424], [2.82950, 1.39507, -1.24842], [3.70794, 2.44735, -0.76923], [3.19135, 2.99499, 0.55764], [3.84449, 3.80209, 0.89472], [2.19084, 3.40506, 0.40745], [3.72782, 3.24866, -1.50977], [4.74124, 2.07496, -0.63999], [3.15446, 0.94186, -2.59373], [2.53778, 0.05991, -2.79059], [2.87440, 1.97406, -3.69323], [3.63105, 2.75908, -3.67557], [2.97607, 1.44865, -4.64375], [1.47065, 2.62042, -3.60482], [0.58872, 1.92813, -2.70140], [-0.31166, 1.00826, -3.12057], [-0.61029, 0.83931, -4.28942], [-0.92109, 0.21957, -2.00639], [-1.03671, 0.73173, -0.72420], [-1.57790, -0.08984, 0.25494], [-1.79936, 0.14819, 1.58842], [-2.32254, -0.94580, 2.04804], [-2.46648, -1.93312, 1.11929], [-2.00066, -1.40424, -0.05944], [-1.90735, -1.90599, -1.34963], [-1.36592, -1.07658, -2.30703], [-1.27394, -1.41020, -3.32962], [-2.24753, -2.89982, -1.60066], [-3.07592, -3.23407, 1.26254], [-2.57193, -3.89676, 0.55186], [-2.98470, -3.77283, 2.69692], [-2.85819, -4.85464, 2.66271], [-4.31607, -3.41054, 3.38385], [-5.15072, -2.67272, 2.32839], [-6.21444, -2.88157, 2.42623], [-4.58587, -3.15745, 0.99664], [-4.82129, -2.49109, 0.16770], [-4.96084, -4.15459, 0.76359], [-5.00913, -1.59433, 2.41416], [-4.16121, -2.79407, 4.26837], [-4.82984, -4.31734, 3.70223], [-2.12124, -3.35925, 3.21608], [-2.60934, -1.06912, 3.07384], [-0.75340, 1.74370, -0.48315], [0.97922, 1.83692, -1.76829], [0.99363, 2.62434, -4.58691], [1.56103, 3.65312, -3.25441], [4.21179, 0.63027, -2.66841], [2.14417, -0.48772, -0.70420], [3.80992, -0.14854, -0.17842], [2.27521, -0.09692, 1.73983], [1.24366, 1.08885, 0.94109], [4.14487, 1.51320, 1.78043], [1.54658, 2.76076, 2.79036], [3.17053, 3.22138, 3.31006]], "atomic_forces_ev_per_a": [[0.22, -0.12, -0.20], [-0.04, -0.06, 0.13], [-0.35, 0.14, 0.04], [0.44, -0.07, -0.09], [-0.25, -0.13, 0.19], [0.28, -0.02, 0.13], [-0.14, 0.28, 0.06], [0.37, -0.25, -0.01], [-0.02, 0.07, 0.03], [-0.08, 0.08, 0.00], [0.08, -0.01, -0.02], [-0.02, 0.02, -0.05], [0.04, 0.05, -0.25], [0.07, 0.01, 0.03], [-0.08, -0.12, 0.19], [0.04, 0.00, -0.07], [0.07, 0.03, -0.02], [0.06, 0.15, -0.17], [-0.18, 0.06, 0.11], [0.04, 0.35, 0.18], [-0.02, -0.22, -0.27], [-0.11, -0.10, 0.08], [-0.04, -0.17, -0.10], [-0.21, -0.72, -0.21], [0.05, 0.52, 0.38], [0.10, 0.15, 0.09], [0.19, 0.15, -0.08], [0.26, 0.68, -0.11], [-0.05, -0.17, -0.03], [0.00, -0.02, -0.07], [0.00, -0.02, -0.08], [-0.02, -0.08, -0.06], [-0.24, -0.49, -0.15], [-0.03, 0.10, 0.11], [0.09, 0.00, -0.01], [0.05, 0.03, -0.01], [-0.08, 0.05, 0.09], [-0.07, -0.07, -0.02], [-0.04, 0.09, 0.01], [0.06, 0.09, 0.01], [0.01, -0.06, -0.09], [-0.02, -0.07, -0.03], [-0.06, 0.03, 0.00], [-0.02, -0.04, 0.08], [0.00, 0.01, 0.06], [0.06, -0.08, -0.01], [-0.11, -0.18, 0.24], [0.06, 0.13, 0.03], [-0.10, -0.12, -0.13], [0.06, 0.11, 0.13], [-0.01, -0.05, -0.11], [-0.10, -0.06, 0.04], [0.07, 0.01, -0.03], [-0.03, -0.01, -0.05], [-0.06, -0.03, 0.05], [-0.10, 0.00, 0.02], [0.01, -0.01, -0.04], [-0.15, 0.06, 0.01], [0.03, 0.11, 0.10]], "lowdin_charge": [-0.072, 0.076, -0.394, -0.151, -0.187, -0.205, -0.183, -0.151, 0.117, 0.122, 0.115, 0.130, -0.198, 0.120, -0.148, 0.095, 0.109, -0.161, 0.049, -0.461, 0.058, -0.134, 0.035, -0.228, 0.127, -0.140, 0.016, -0.157, 0.000, -0.020, 0.115, 0.108, -0.267, 0.146, -0.131, 0.113, -0.180, -0.186, 0.108, -0.130, 0.119, 0.120, 0.103, 0.102, 0.105, 0.108, 0.128, 0.121, 0.096, 0.115, 0.114, 0.125, 0.120, 0.129, 0.120, 0.101, 0.141, 0.081, 0.075]}